This record from OMol25 describes a structure of composition C30H73MnO18P2. The level of theory is the ωB97M-V functional and the def2-TZVPD basis.

Positions of all 124 atoms, in Å:
Mn  -3.58850  -1.36490  -0.38703
O  -1.84460  -0.77469  -0.10849
H  -0.99382  -0.33586  -0.20406
C  -2.72638  4.36476  0.31080
O  -1.97233  3.72199  -0.68853
C  -2.57682  2.49720  -1.02346
C  -1.99959  1.87849  -2.27403
O  -2.02205  2.65827  -3.42647
C  -0.99098  3.65206  -3.51199
C  -0.88503  4.17138  -4.92372
O  -2.06300  4.76474  -5.43865
C  -3.06391  3.91089  -5.89700
H  -3.61948  4.81182  -0.14456
H  -2.15365  5.14164  0.80382
H  -3.03203  3.63737  1.07810
H  -3.67486  2.58159  -1.06952
H  -2.37336  1.80274  -0.18479
H  -2.63309  1.00189  -2.48167
H  -0.99564  1.47504  -2.07636
H  -0.03565  3.19134  -3.22353
H  -1.21070  4.47516  -2.83604
H  -0.49891  3.41076  -5.61250
H  -0.19779  5.01876  -4.88964
H  -3.59152  3.39630  -5.08948
H  -2.68606  3.16090  -6.60516
H  -3.80997  4.51172  -6.41972
C  -4.51634  -0.03024  2.31963
O  -4.04482  -1.21182  1.63110
C  -3.40538  -2.14565  2.49642
C  -3.49792  -3.50710  1.88994
O  -3.05020  -3.35196  0.52275
C  -2.89919  -4.56031  -0.23066
C  -4.05450  -5.52352  -0.17115
O  -3.99716  -6.24140  1.02792
C  -5.08482  -7.14465  1.16153
H  -5.32926  -0.30319  2.99227
H  -4.84986  0.69054  1.57919
H  -3.70627  0.39772  2.91523
H  -3.88906  -2.11800  3.47308
H  -2.35644  -1.85743  2.58994
H  -4.48087  -3.97147  1.86170
H  -2.81286  -4.17609  2.41734
H  -2.02410  -5.11107  0.13286
H  -2.70684  -4.30694  -1.27318
H  -3.96426  -6.21724  -1.02412
H  -5.03849  -5.03980  -0.32646
H  -4.95150  -7.69646  2.08812
H  -5.09004  -7.86481  0.33760
H  -6.03475  -6.60254  1.21847
C  6.27109  1.41948  -3.70663
O  7.09897  0.45314  -3.11002
C  6.51325  -0.82540  -2.99765
C  5.21565  -0.85449  -2.22034
O  5.45944  -0.48687  -0.88012
C  4.28245  -0.35385  -0.10508
C  3.66755  1.01287  -0.19408
O  2.91581  1.29654  -1.37842
C  1.86015  0.42257  -1.59944
H  5.88490  1.07965  -4.67701
H  6.87406  2.31267  -3.85261
H  5.42281  1.68630  -3.06404
H  7.26447  -1.40384  -2.45600
H  6.34388  -1.28694  -3.98166
H  4.79025  -1.87249  -2.26197
H  4.46161  -0.20620  -2.68410
H  4.56530  -0.57144  0.92783
H  3.58841  -1.16298  -0.37360
H  4.46298  1.75690  -0.17077
H  3.01407  1.20297  0.67300
H  2.21412  -0.55316  -1.95258
H  1.22595  0.81610  -2.39586
H  1.22188  0.25075  -0.71408
C  1.42559  5.64871  5.42821
C  1.47206  4.38883  4.62066
O  0.26129  3.63397  4.81527
P  -0.78251  3.39679  3.66515
O  -1.99046  2.71357  4.10186
O  0.05638  2.62948  2.57015
C  -0.47649  1.44170  1.99995
C  0.15919  0.23171  2.65473
O  -0.99912  4.81281  3.01197
C  -1.96898  5.70126  3.65212
C  -1.74486  7.09163  3.09885
H  2.35515  6.20992  5.32889
H  0.64467  6.31316  5.04621
H  1.22048  5.43557  6.47437
H  1.64344  4.59849  3.56398
H  2.31211  3.77740  4.95451
H  -1.56266  1.38476  2.05055
H  -0.20597  1.41317  0.93907
H  0.13766  0.33652  3.74442
H  -0.33320  -0.69992  2.37853
H  1.22575  0.18008  2.41823
H  -2.95706  5.32736  3.38649
H  -1.81325  5.67377  4.72984
H  -2.57159  7.74216  3.38916
H  -0.79454  7.49660  3.43829
H  -1.77250  7.08898  2.00787
C  -0.19593  -1.85308  -3.14089
C  0.46563  -3.20121  -3.01623
O  1.55023  -3.15229  -2.07929
P  1.76159  -4.44768  -1.18918
O  1.73799  -5.72041  -1.88384
O  3.09925  -4.03799  -0.47570
C  3.95978  -5.07079  0.04261
C  5.27071  -4.44478  0.41312
O  0.61959  -4.33200  -0.08570
C  0.72468  -3.31017  0.93632
C  1.32371  -3.87249  2.20617
H  0.46470  -1.17188  -3.67794
H  -1.09615  -1.95551  -3.75705
H  -0.51370  -1.42250  -2.19216
H  -0.28915  -3.90851  -2.65328
H  0.80110  -3.54896  -3.99027
H  3.48551  -5.55137  0.90643
H  4.07148  -5.87046  -0.69155
H  5.81949  -4.13916  -0.48252
H  5.08228  -3.47791  0.89283
H  5.88043  -5.05524  1.06909
H  1.29984  -2.46563  0.54637
H  -0.29518  -2.95689  1.09532
H  1.30343  -3.11432  2.99196
H  0.76408  -4.74158  2.55189
H  2.36964  -4.14586  2.06354

Cartesian forces (eV/Å) of the 3 atoms listed first:
1.73 -0.24 0.81
-0.28 0.00 -0.24
-0.41 -0.07 -0.26

Output
2S+1: 6
Total charge: +1
Calculated total energy, eV: -119041.8518
Expectation value of S²: 8.754
Relative energy (zero: lowest compared OMol25 entry of this formula, charge and spin), kcal/mol: 0.0
E_HOMO (spin up / spin down), eV: -10.996 / -10.996